Here is 4 unconnected molecules or ions with the total composition C40H71F11NO7 in a non-equilibrium geometry from OMol25. Energies are from ωB97M-V/def2-TZVPD.

Each atom is followed by the atoms it is bonded to, with distances in Å.
Atoms and positions in Å:
1 C 5.8129 -1.3323 3.1104  C2 1.526, H33 1.091, H34 1.092, H35 1.094
2 C 5.0619 -1.6533 1.8217  C1 1.526, C3 1.534, H36 1.093, H37 1.094
3 C 5.8881 -1.4837 0.5406  C2 1.534, C4 1.541, H38 1.096, H39 1.093
4 C 6.6946 -0.1792 0.3910  C3 1.541, C5 1.531, H40 1.093, H41 1.094
5 C 5.8969 0.9768 -0.2190  C4 1.531, C6 1.529, H42 1.094, H43 1.098
6 C 4.9685 1.6628 0.7835  C5 1.529, C7 1.532, H44 1.096, H45 1.091
7 C 3.9077 2.5770 0.1634  C6 1.532, C8 1.525, H46 1.094, H47 1.100
8 C 4.3728 3.4272 -1.0144  C7 1.525, C9 1.534, H48 1.094, H49 1.096
9 C 3.2906 4.3537 -1.5842  C8 1.534, C10 1.537, H50 1.093, H51 1.094
10 C 2.5295 5.1857 -0.5396  C9 1.537, C11 1.526, H52 1.093, H53 1.095
11 C 1.2025 4.5921 -0.0737  C10 1.526, C12 1.535, H54 1.098, H55 1.094
12 C 0.2262 4.2603 -1.2105  C11 1.535, C13 1.544, H56 1.098, H57 1.093
13 C 0.3083 2.7956 -1.6921  C12 1.544, C14 1.537, H58 1.096, H59 1.091
14 C -1.0182 2.0215 -1.7592  C13 1.537, C15 1.524, H60 1.087, H61 1.100
15 C -1.1198 0.9591 -0.6708  C14 1.524, N16 1.529, C25 1.551, H62 1.091
16 N -1.5664 1.6438 0.6207  C15 1.529, C17 1.498, H63 1.024, H64 1.023
17 C -2.3878 0.7732 1.5212  N16 1.498, F18 1.338, C19 1.510, H65 1.091
18 F -2.4746 1.4764 2.6562  C17 1.338
19 C -3.7286 0.5119 0.8772  C17 1.510, C20 1.531, C24 1.550, H66 1.096
20 C -4.5431 -0.5061 1.6803  C19 1.531, C21 1.522, H67 1.097, H68 1.092
21 C -5.1211 -0.0948 3.0268  C20 1.522, C22 1.509, F23 1.393, H69 1.093
22 C -5.6438 1.3166 3.1392  C21 1.509, H70 1.093, H71 1.090, H72 1.089
23 F -4.1480 -0.3001 4.0022  C21 1.393
24 C -3.5056 0.0452 -0.5844  C19 1.550, C25 1.522, H73 1.093, H74 1.090
25 C -2.0561 -0.2470 -0.9439  C15 1.551, C24 1.522, O26 1.399, H75 1.100
26 O -2.0189 -0.6157 -2.2928  C25 1.399, C27 1.431
27 C -0.7781 -1.2026 -2.6970  O26 1.431, C28 1.550, H76 1.090, H77 1.097
28 C -0.5978 -2.7059 -2.3670  C27 1.550, C29 1.534, C30 1.547, H78 1.093
29 C -1.7251 -3.3223 -1.5291  C28 1.534, H79 1.090, H80 1.092, H81 1.090
30 C 0.8089 -2.9442 -1.7691  C28 1.547, C31 1.534, C32 1.536, H82 1.097
31 C 1.0123 -2.2916 -0.3953  C30 1.534, H83 1.096, H84 1.093, H85 1.091
32 C 1.1632 -4.4384 -1.7270  C30 1.536, H86 1.092, H87 1.090, H88 1.093
33 H 5.2765 -1.7097 3.9824  C1 1.091
34 H 5.9556 -0.2582 3.2457  C1 1.092
35 H 6.8065 -1.7889 3.1017  C1 1.094
36 H 4.7170 -2.6895 1.8668  C2 1.093
37 H 4.1549 -1.0451 1.7515  C2 1.094
38 H 5.2004 -1.5282 -0.3116  C3 1.096
39 H 6.5751 -2.3286 0.4479  C3 1.093
40 H 7.5551 -0.3790 -0.2525  C4 1.093
41 H 7.1121 0.1403 1.3509  C4 1.094
42 H 6.5874 1.7130 -0.6397  C5 1.094
43 H 5.3062 0.5847 -1.0572  C5 1.098
44 H 5.5734 2.2320 1.4980  C6 1.096
45 H 4.4521 0.8925 1.3588  C6 1.091
46 H 3.5225 3.2334 0.9495  C7 1.094
47 H 3.0602 1.9532 -0.1579  C7 1.100
48 H 4.7018 2.7652 -1.8206  C8 1.094
49 H 5.2549 4.0137 -0.7330  C8 1.096
50 H 3.7731 5.0506 -2.2742  C9 1.093
51 H 2.6063 3.7649 -2.2016  C9 1.094
52 H 2.3437 6.1873 -0.9369  C10 1.093
53 H 3.1684 5.3182 0.3399  C10 1.095
54 H 1.4062 3.6858 0.5120  C11 1.098
55 H 0.7303 5.3004 0.6140  C11 1.094
56 H -0.7905 4.4820 -0.8605  C12 1.098
57 H 0.4113 4.9318 -2.0528  C12 1.093
58 H 0.9974 2.2622 -1.0270  C13 1.096
59 H 0.7770 2.7605 -2.6763  C13 1.091
60 H -1.1744 1.5437 -2.7233  C14 1.087
61 H -1.8483 2.7339 -1.6458  C14 1.100
62 H -0.1202 0.5866 -0.4416  C15 1.091
63 H -2.1106 2.4839 0.4027  N16 1.024
64 H -0.7402 1.9661 1.1312  N16 1.023
65 H -1.8038 -0.1281 1.7152  C17 1.091
66 H -4.2438 1.4794 0.8525  C19 1.096
67 H -3.9001 -1.3741 1.8706  C20 1.097
68 H -5.3580 -0.8670 1.0493  C20 1.092
69 H -5.9408 -0.7817 3.2518  C21 1.093
70 H -6.4460 1.4711 2.4133  C22 1.093
71 H -4.8667 2.0627 2.9721  C22 1.090
72 H -6.0531 1.4781 4.1357  C22 1.089
73 H -3.8771 0.7988 -1.2838  C24 1.093
74 H -4.0767 -0.8625 -0.7797  C24 1.090
75 H -1.6932 -1.0839 -0.3295  C25 1.100
76 H -0.7299 -1.0476 -3.7743  C27 1.090
77 H 0.0499 -0.6311 -2.2608  C27 1.097
78 H -0.6021 -3.2371 -3.3228  C28 1.093
79 H -1.8470 -4.3757 -1.7803  C29 1.090
80 H -1.5260 -3.2868 -0.4559  C29 1.092
81 H -2.6821 -2.8380 -1.7255  C29 1.090
82 H 1.5058 -2.4454 -2.4534  C30 1.097
83 H 1.1653 -1.2089 -0.4727  C31 1.096
84 H 0.1761 -2.4736 0.2853  C31 1.093
85 H 1.9064 -2.6921 0.0857  C31 1.091
86 H 1.1130 -4.8327 -0.7104  C32 1.092
87 H 2.1699 -4.6171 -2.1041  C32 1.090
88 H 0.4782 -5.0329 -2.3366  C32 1.093
89 C 2.5480 -9.0817 0.0987  C90 1.511, H98 1.090, H99 1.090, H100 1.089
90 C 3.3652 -8.2082 1.0215  C89 1.511, O91 1.450, H101 1.087, H102 1.089
91 O 3.9414 -7.0851 0.3069  C90 1.450, C92 1.318
92 C 3.1456 -6.0562 0.0916  O91 1.318, O93 1.198, C94 1.548
93 O 2.0034 -5.9186 0.4243  C92 1.198
94 C 3.9243 -4.9483 -0.6578  C92 1.548, F95 1.333, F96 1.341, F97 1.334
95 F 4.6106 -5.4396 -1.6889  C94 1.333
96 F 4.7829 -4.3530 0.1829  C94 1.341
97 F 3.0764 -4.0234 -1.1114  C94 1.334
98 H 3.1542 -9.4220 -0.7406  C89 1.090
99 H 2.1940 -9.9548 0.6461  C89 1.090
100 H 1.6828 -8.5449 -0.2878  C89 1.089
101 H 4.2273 -8.7387 1.4174  C90 1.087
102 H 2.7732 -7.8248 1.8513  C90 1.089
103 C -7.1636 -1.5442 6.2220  C104 1.512, H112 1.090, H113 1.091, H114 1.089
104 C -8.0888 -2.3187 5.3113  C103 1.512, O105 1.442, H115 1.088, H116 1.091
105 O -9.2987 -2.7062 5.9946  C104 1.442, C106 1.326
106 C -10.2281 -1.7645 6.0885  O105 1.326, O107 1.196, C108 1.549
107 O -10.1756 -0.6494 5.6579  C106 1.196
108 C -11.4713 -2.3269 6.8208  C106 1.549, F109 1.336, F110 1.342, F111 1.328
109 F -11.1188 -2.9912 7.9255  C108 1.336
110 F -12.1185 -3.1716 6.0038  C108 1.342
111 F -12.2923 -1.3378 7.1542  C108 1.328
112 H -6.9257 -2.1259 7.1122  C103 1.090
113 H -6.2314 -1.3175 5.7019  C103 1.091
114 H -7.6175 -0.6051 6.5366  C103 1.089
115 H -7.6421 -3.2585 4.9938  C104 1.088
116 H -8.3617 -1.7419 4.4269  C104 1.091
117 C -0.6590 6.2132 -6.6525  C118 1.512, H126 1.090, H127 1.090, H128 1.089
118 C 0.5385 5.3087 -6.4715  C117 1.512, O119 1.445, H129 1.087, H130 1.090
119 O 1.7706 6.0638 -6.4682  C118 1.445, C120 1.321
120 C 2.0920 6.6646 -5.3370  O119 1.321, O121 1.198, C122 1.549
121 O 1.5008 6.6366 -4.2949  C120 1.198
122 C 3.4336 7.4205 -5.5080  C120 1.549, F123 1.334, F124 1.343, F125 1.329
123 F 3.4479 8.1350 -6.6344  C122 1.334
124 F 4.4353 6.5272 -5.5532  C122 1.343
125 F 3.6339 8.2331 -4.4751  C122 1.329
126 H -0.5572 6.7998 -7.5649  C117 1.090
127 H -1.5638 5.6103 -6.7298  C117 1.090
128 H -0.7684 6.8948 -5.8100  C117 1.089
129 H 0.6501 4.6210 -7.3062  C118 1.087
130 H 0.4789 4.7354 -5.5461  C118 1.090

* E_LUMO: -2.49 eV
* HOMO-LUMO gap: 9.911 eV
* F_max: 6.45 eV Å⁻¹
* energy: -88339.9842 eV
* total charge: +1